No. 1
Molecular formula: C4H15NO3
Method: DFT, ωB97M-V with the def2-TZVPD basis set

Results
SMILES	C=C(N)CC.O.O.O
total charge	0
energy above the lowest of the compared OMol25 structures with the same formula, charge and spin	54.6	kcal/mol
frontier orbital gap	8.38	eV
DFT total energy	-441.7949	a.u.

```
23
C4H15NO3, DFT ωB97M-V with the def2-TZVPD basis set
O -0.01878 -0.47931 2.82642
O 1.71239 -1.38563 0.80600
O 3.35325 0.88355 0.01645
N -0.70669 -1.39595 -1.94563
C -1.16870 1.89485 -0.82488
C -0.25085 0.82016 -1.32573
C -0.78300 -0.53900 -0.89636
C -1.44702 -0.78987 0.25649
H -0.16808 0.80569 -2.47547
H -0.17919 -1.07021 3.54619
H 1.72586 -2.05363 1.42399
H 2.57780 0.42519 0.03177
H 0.88751 -1.05633 1.01204
H -2.00494 -0.07848 0.87331
H 0.81234 1.05702 -0.93526
H -1.22375 1.71699 0.31111
H -0.65980 -2.33540 -1.69513
H -0.74290 2.81384 -1.20211
H 3.29942 1.35712 0.84364
H -0.70723 0.16406 2.81224
H -2.26165 1.93416 -1.12918
H -0.35338 -0.93180 -2.83625
H -1.69263 -1.75701 0.50635
```

No. 2
Molecular formula: C6H16O2
Method: DFT, ωB97M-V with the def2-TZVPD basis set

Results
total charge	0
energy above the lowest of the compared OMol25 structures with the same formula, charge and spin	127.7	kcal/mol
frontier orbital gap	6.04	eV
DFT total energy	-388.4772	a.u.

```
24
C6H16O2, DFT ωB97M-V with the def2-TZVPD basis set
O 1.02104 -0.31997 -2.24158
O 0.35805 -2.26484 -0.84479
C -0.92739 -0.74105 1.87466
C -1.36777 0.99530 -0.07903
C -2.02987 0.13242 -1.05832
C 0.70803 1.28841 1.53755
C -0.28881 0.26497 0.81945
C 1.97969 1.36961 0.57430
H 0.37993 -0.41608 0.25763
H -3.11142 0.44570 -1.37385
H 2.69521 0.51354 0.76568
H 0.36937 -3.09319 -1.30844
H -0.12630 -0.92531 2.59145
H 0.98713 0.85507 2.53317
H -1.76074 -0.28583 2.44021
H 0.24621 2.23790 1.72762
H 1.42297 -0.70263 -3.00478
H -1.04820 0.74675 -1.31332
H -1.47435 2.02689 0.15264
H -1.75635 -0.92659 -1.14989
H 0.80704 -1.49372 -1.42505
H 2.44207 2.29756 0.79779
H -1.23212 -1.70674 1.42802
H 1.68351 1.24722 -0.43959
```

- Number 1 is which compound?
  C4H15NO3